The following is a DFT calculation (the ωB97M-V functional and the def2-TZVPD basis) of a molecular structure, C12H18B4F16K3O9.

Computed properties:
Kohn-Sham gap in eV: 10.619
Net charge: -1
DFT total energy in eV: -126360.3300
Strongest force on any atom in eV Å⁻¹: 3.048
HOMO energy in eV: -9.24

XYZ file:
```
62
Properties=species:S:1:pos:R:3:lowdin_charge:R:1
K -20.75189 14.27742 -5.45968 1.00
K -17.28043 12.78364 -8.50534 0.97
K -16.51082 17.17466 -6.28251 0.97
B -19.93423 17.56002 -6.44057 -1.29
F -19.10367 17.16004 -5.40933 0.07
F -20.50164 18.81702 -6.13104 0.09
F -19.29427 17.75394 -7.66609 0.12
F -20.99617 16.62036 -6.63187 0.02
B -17.38931 13.80508 -5.25652 -1.37
F -17.59399 14.74180 -6.23617 0.10
F -17.28824 12.54701 -5.81037 0.10
F -16.17033 14.05768 -4.54499 0.08
F -18.45202 13.80054 -4.33797 0.05
B -15.75150 15.74765 -9.27075 -1.33
F -14.91791 15.67761 -8.12322 0.04
F -15.52213 14.52806 -9.92160 0.07
F -17.03692 15.74204 -8.75874 0.10
F -15.50134 16.85961 -10.05031 0.15
B -20.40741 13.45178 -8.60613 -1.37
F -21.71637 13.90878 -8.79016 0.13
F -20.34528 12.33045 -7.82915 0.12
F -19.80458 13.21094 -9.86147 0.08
F -19.61358 14.36598 -7.91030 0.06
C -17.80831 9.95539 -3.92272 -0.01
C -17.19867 9.91149 -2.51846 -0.30
C -16.97089 11.30732 -1.92588 -0.10
O -17.92570 11.35674 -0.87954 0.06
C -18.59578 10.19596 -0.75478 -0.57
O -19.44161 9.99093 0.04260 0.18
O -18.13709 9.30038 -1.64443 0.09
H -17.10337 10.24079 -4.69454 0.06
H -18.70218 10.59111 -3.89232 0.10
H -18.25780 8.97489 -4.09879 0.09
H -16.31217 9.28519 -2.62716 0.15
H -17.11334 12.09667 -2.66573 0.11
H -15.97444 11.44082 -1.49755 0.14
C -16.50004 16.33683 -1.99419 0.00
C -17.84725 15.90819 -1.44310 -0.28
C -18.02776 14.44007 -1.05162 -0.10
O -18.80941 14.52304 0.12576 0.09
C -18.71780 15.74171 0.65066 -0.58
O -19.16461 16.02644 1.72839 0.14
O -18.05906 16.56818 -0.17237 0.09
H -16.56142 17.36803 -2.34956 0.09
H -16.33938 15.78992 -2.92744 0.07
H -15.66948 16.24595 -1.30097 0.09
H -18.64615 16.18534 -2.13458 0.16
H -17.06103 13.95193 -0.90150 0.13
H -18.54156 13.86796 -1.82004 0.12
C -13.80135 12.13385 -7.01446 0.00
C -13.39904 12.21297 -5.56560 -0.29
C -14.29622 11.58865 -4.51345 -0.09
O -13.44675 10.70966 -3.77590 0.05
C -12.18609 10.73856 -4.30101 -0.58
O -11.27476 10.14621 -3.83213 0.16
O -12.15572 11.49962 -5.39240 0.09
H -13.07020 12.74502 -7.54171 0.10
H -14.80468 12.52167 -7.16246 0.06
H -13.79344 11.11543 -7.40726 0.10
H -13.19292 13.25785 -5.31886 0.16
H -15.05171 10.95641 -4.98480 0.12
H -14.68644 12.37775 -3.87592 0.12
```